Computed, not measured: C47H41F6N2O4PS2Sb2Ti as an isolated structure, with ωB97M-V/def2-TZVPD.

- lowest unoccupied orbital energy (Ha) = -0.06710
- spin multiplicity = 1
- calculated total energy (eV) = -144024.7683

Last column: Löwdin charge in e.
Positions of all 106 atoms, in Å:
Ti -0.913 -1.412 -0.086  0.896
F -1.992 -4.208 3.439  0.148
C -1.475 -3.064 3.886  -0.660
F -2.226 -2.584 4.850  0.179
F -0.249 -3.288 4.329  0.160
S -1.345 -1.882 2.441  0.594
O 0.079 -1.539 2.388  -0.403
O -1.608 -2.792 1.286  -0.391
N -2.313 -0.726 2.655  -0.319
S -2.511 0.151 1.201  0.926
O -1.035 0.305 0.716  -0.664
O -2.900 -0.950 0.200  -0.523
C -2.430 3.635 1.485  -0.351
F -3.273 2.858 2.335  -0.162
F -1.162 2.981 1.848  -0.255
F -2.302 4.773 2.274  -0.092
C 3.673 -0.698 1.409  -0.356
C 3.317 -0.859 2.893  -0.367
C 2.892 0.472 3.543  -0.373
Sb 0.950 1.359 3.018  1.500
C -0.007 1.142 4.925  -0.385
C -1.014 2.054 5.241  -0.115
C -1.652 1.983 6.471  -0.077
C -1.305 0.991 7.385  -0.098
C -0.309 0.079 7.071  -0.102
C 0.343 0.156 5.842  -0.143
C 1.765 3.306 3.512  -0.367
C 2.238 3.562 4.801  -0.127
C 2.866 4.770 5.088  -0.094
C 3.024 5.727 4.091  -0.103
C 2.548 5.481 2.811  -0.095
C 1.923 4.272 2.520  -0.131
Sb 2.061 -0.056 0.074  1.544
C 1.680 -2.030 -0.816  -0.360
C 1.985 -2.279 -2.159  -0.132
C 1.529 -3.415 -2.795  -0.051
C 0.685 -4.310 -2.137  -0.067
C 0.355 -4.088 -0.821  -0.066
C 0.851 -2.956 -0.145  -0.256
C 3.336 0.548 -1.547  -0.398
C 2.883 1.627 -2.310  -0.139
C 3.671 2.149 -3.331  -0.087
C 4.921 1.601 -3.585  -0.088
C 5.373 0.523 -2.834  -0.084
C 4.586 -0.003 -1.819  -0.134
H 4.445 0.071 1.324  0.059
H 4.051 -1.624 0.980  0.049
H 4.209 -1.220 3.415  0.102
H 2.550 -1.625 3.022  0.078
H 3.603 1.255 3.267  0.050
H 2.904 0.387 4.632  0.041
H -1.294 2.821 4.525  0.095
H -2.419 2.707 6.722  0.104
H -1.815 0.932 8.340  0.097
H -0.031 -0.693 7.782  0.098
H 1.124 -0.559 5.607  0.087
H 2.107 2.822 5.585  0.095
H 3.227 4.965 6.093  0.098
H 3.514 6.667 4.319  0.096
H 2.652 6.236 2.039  0.098
H 1.535 4.086 1.524  0.090
H 2.616 -1.581 -2.695  0.087
H 1.824 -3.618 -3.819  0.117
H 0.317 -5.187 -2.650  0.109
H -0.249 -4.807 -0.283  0.122
H 0.845 -2.976 0.936  0.095
H 1.911 2.060 -2.105  0.094
H 3.314 2.988 -3.915  0.105
H 5.546 2.020 -4.364  0.103
H 6.348 0.093 -3.035  0.104
H 4.947 -0.848 -1.242  0.100
N -0.566 -0.820 -1.761  -0.236
P -1.719 -0.821 -2.866  0.877
C -2.252 -2.520 -3.224  -0.282
C -1.939 -3.162 -4.415  -0.065
C -2.234 -4.510 -4.575  -0.070
C -2.836 -5.221 -3.546  -0.073
C -3.154 -4.584 -2.353  -0.059
C -2.861 -3.239 -2.191  -0.092
C -1.102 -0.092 -4.395  -0.284
C -1.907 0.670 -5.239  -0.058
C -1.350 1.282 -6.352  -0.067
C 0.004 1.142 -6.624  -0.070
C 0.812 0.383 -5.785  -0.067
C 0.261 -0.227 -4.669  -0.075
C -3.209 0.105 -2.486  -0.329
C -3.038 1.327 -1.828  -0.092
C -4.137 2.086 -1.475  -0.050
C -5.413 1.632 -1.800  -0.052
C -5.585 0.429 -2.473  -0.065
C -4.483 -0.348 -2.811  -0.078
H -1.479 -2.605 -5.224  0.108
H -1.987 -5.007 -5.504  0.108
H -3.070 -6.270 -3.678  0.108
H -3.634 -5.131 -1.551  0.115
H -3.163 -2.732 -1.279  0.096
H -2.962 0.788 -5.021  0.110
H -1.973 1.890 -6.996  0.109
H 0.433 1.635 -7.487  0.107
H 1.871 0.284 -5.988  0.107
H 0.878 -0.795 -3.986  0.077
H -2.041 1.673 -1.567  0.119
H -3.991 3.016 -0.935  0.097
H -6.278 2.221 -1.522  0.110
H -6.579 0.081 -2.727  0.106
H -4.613 -1.299 -3.313  0.107


Computed, not measured: C47H42ClO3P2RuS as an isolated structure, with ωB97M-V/def2-TZVPD.

- lowest unoccupied orbital energy (alpha / beta) (Ha) = 0.08681 / 0.07678
- spin multiplicity = 5
- charge = -1
- ⟨S²⟩ = 6.07
- calculated total energy (eV) = -100074.5832

Last column: Mulliken spin population.
Positions of all 97 atoms, in Å:
Ru -1.823 -18.325 -9.395  1.617
O -5.430 -18.845 -7.069  0.008
S -4.932 -18.315 -8.306  0.048
O -4.738 -16.849 -8.365  0.001
O -3.767 -19.128 -8.787  0.099
C -6.132 -18.682 -9.563  0.085
C -7.344 -19.239 -9.152  -0.067
C -8.261 -19.547 -10.157  0.146
C -7.954 -19.388 -11.469  -0.033
C -6.772 -18.773 -11.871  0.091
C -5.812 -18.447 -10.910  -0.027
P -4.259 -17.891 -11.648  0.025
C -3.694 -19.226 -12.718  0.040
C -3.932 -20.532 -12.300  0.027
C -3.649 -21.567 -13.208  -0.001
C -3.138 -21.285 -14.485  0.008
C -2.763 -19.977 -14.766  -0.004
C -3.009 -18.924 -13.870  0.070
C -4.747 -16.517 -12.688  -0.065
C -4.864 -16.594 -14.090  0.103
C -5.235 -15.471 -14.810  -0.059
C -5.540 -14.282 -14.134  0.090
C -5.395 -14.188 -12.763  -0.038
C -5.083 -15.324 -12.015  0.088
H -7.494 -19.522 -8.081  -0.006
H -9.256 -19.994 -9.883  0.022
H -8.650 -19.680 -12.235  0.001
H -6.672 -18.504 -12.904  0.061
H -4.309 -20.751 -11.304  -0.011
H -3.861 -22.623 -13.051  0.006
H -3.015 -22.078 -15.135  0.003
H -2.340 -19.687 -15.714  0.001
H -2.626 -17.903 -14.068  0.017
H -4.751 -17.571 -14.539  0.047
H -5.037 -15.466 -15.904  -0.002
H -5.844 -13.367 -14.653  0.014
H -5.699 -13.256 -12.301  -0.001
H -5.212 -15.322 -10.946  0.023
Cl -0.667 -14.582 -9.548  0.013
C 0.470 -14.822 -8.252  -0.022
C 1.321 -13.723 -7.948  -0.001
C 1.701 -13.566 -6.602  -0.001
C 1.421 -14.505 -5.635  0.006
C 0.590 -15.552 -5.947  0.004
C 0.166 -15.782 -7.257  0.008
P -0.790 -17.281 -7.707  0.038
C 0.292 -18.707 -7.209  0.316
C 0.202 -19.882 -8.127  0.081
C 1.303 -20.862 -7.987  0.329
C 2.019 -20.922 -6.865  -0.103
C 1.994 -19.878 -5.935  0.405
C 1.126 -18.782 -6.104  -0.210
C -2.027 -17.374 -6.366  0.026
C -2.654 -16.185 -6.046  0.007
C -3.621 -16.175 -5.002  0.007
C -3.939 -17.314 -4.289  0.003
C -3.247 -18.507 -4.641  0.006
C -2.302 -18.584 -5.666  0.045
H 1.618 -13.040 -8.743  0.001
H 2.360 -12.725 -6.418  0.000
H 1.885 -14.491 -4.598  -0.001
H 0.222 -16.140 -5.117  0.001
H -0.765 -20.354 -7.986  0.090
H 1.272 -21.666 -8.726  0.012
H 2.686 -21.767 -6.610  -0.002
H 2.665 -19.848 -5.068  0.020
H 1.054 -17.979 -5.311  0.010
H -2.267 -15.312 -6.568  -0.012
H -4.120 -15.216 -4.737  0.001
H -4.728 -17.402 -3.586  0.001
H -3.611 -19.427 -4.194  0.000
H -1.865 -19.541 -5.866  -0.012
C -2.920 -17.066 -10.705  0.283
H -2.168 -16.668 -11.373  0.007
H -3.519 -16.285 -10.149  0.037
C 2.129 -18.086 -9.593  0.009
C 1.149 -18.860 -10.412  -0.061
C 0.775 -17.832 -11.547  0.117
C -0.115 -19.429 -9.597  0.071
C 1.779 -20.128 -11.013  0.019
C 1.165 -20.822 -12.023  -0.010
C 1.691 -21.933 -12.641  0.000
C 2.894 -22.468 -12.204  0.003
C 3.612 -21.765 -11.242  0.000
C 3.061 -20.624 -10.688  -0.003
H 1.645 -17.172 -9.159  -0.006
H 2.959 -17.679 -10.219  -0.007
H 2.571 -18.613 -8.721  0.004
H 0.483 -16.858 -11.175  -0.033
H -0.134 -18.206 -12.069  -0.015
H 1.631 -17.682 -12.177  -0.001
H -0.603 -20.210 -10.215  0.065
H 0.129 -20.518 -12.283  0.015
H 1.091 -22.416 -13.424  0.001
H 3.209 -23.393 -12.707  0.001
H 4.583 -22.123 -10.961  -0.001
H 3.653 -20.047 -9.987  0.005